[1]
Here is C12H16As2F12NO4PS2W as an isolated structure in a non-equilibrium geometry from OMol25. Energies are from ωB97M-V with the def2-TZVPD basis set.

Geometry as XYZ:
```
51
Properties=species:S:1:pos:R:3:forces:R:3:lowdin_charge:R:1
W -0.110689 0.953111 -1.382868 -0.76 2.18 -1.52 1.649
C 2.477690 1.329786 1.769177 -0.30 0.70 -0.33 -0.185
As 1.319947 0.201763 0.683519 1.21 -1.50 1.97 1.218
C 2.607396 -1.256205 0.490073 -0.09 -0.01 -0.65 -0.198
C 0.171023 -0.694647 2.011404 0.07 0.23 -0.38 -0.341
C 0.525247 -0.855241 3.327391 -0.31 -0.12 -0.06 0.042
C -0.287444 -1.700849 4.183519 0.39 0.32 0.02 0.124
C -1.419484 -2.354249 3.690876 -0.41 -0.19 -0.08 0.017
C -1.787992 -2.175023 2.387717 0.35 0.39 -0.21 0.026
C -0.991192 -1.312374 1.530638 -0.23 -0.04 -0.07 -0.245
As -1.525720 -0.974980 -0.348703 -0.88 -2.15 1.21 1.207
C -3.451201 -0.758960 -0.118648 0.11 0.72 -0.22 -0.180
C -1.566383 -2.814328 -1.001647 0.45 0.13 -0.37 -0.180
H 3.089182 0.688550 2.396183 -0.09 -0.23 -0.01 0.056
H 1.921626 2.041669 2.371051 -0.05 0.01 -0.04 0.044
H 3.142903 1.872857 1.099959 -0.02 0.02 -0.06 0.068
H 3.182172 -1.345293 1.407368 -0.11 0.16 0.16 0.059
H 3.284200 -1.002002 -0.323968 0.03 -0.01 -0.02 0.053
H 2.117939 -2.196122 0.261186 -0.06 0.00 -0.02 0.038
H 1.394767 -0.354990 3.734099 0.00 -0.09 0.16 0.131
H -0.001496 -1.822158 5.222816 0.03 0.00 -0.01 0.155
H -2.020266 -2.980472 4.337466 0.08 -0.01 0.08 0.150
H -2.677748 -2.653422 2.001037 0.00 -0.04 -0.01 0.127
H -3.857661 -1.688340 0.266435 0.13 -0.12 0.09 0.054
H -3.888948 -0.573398 -1.097530 0.03 0.01 -0.05 0.067
H -3.688104 0.066532 0.549446 0.00 0.01 0.01 0.057
H -2.358722 -3.357581 -0.494468 -0.10 0.14 0.13 0.058
H -0.611569 -3.305269 -0.849020 0.06 0.03 -0.01 0.041
H -1.788154 -2.780365 -2.067487 0.00 0.03 -0.04 0.064
F 1.587375 0.742878 -2.064864 0.39 -0.06 -0.19 -0.365
C -0.111871 2.311142 -3.340671 3.88 -3.00 -1.10 -0.212
F -0.197955 1.798721 -4.490522 -2.04 0.26 -0.50 0.260
F 1.010768 2.931081 -3.381984 -0.42 1.64 0.58 0.185
S -2.117008 2.464622 -0.730417 -0.16 1.00 0.08 0.961
O -1.119606 1.731074 0.251456 -0.67 -0.33 0.54 -0.661
O -2.145129 1.326979 -1.755622 -0.64 0.15 -0.04 -0.575
N -0.963593 3.374378 -1.529896 -0.47 0.33 0.49 -0.409
S 0.358486 3.912799 -0.794731 -0.33 -0.03 1.62 0.751
O 1.097263 4.968225 -1.359197 -0.28 -0.26 -0.39 -0.133
O 1.059976 2.592714 -0.562236 0.61 0.63 -0.36 -0.517
C -0.218799 4.454973 0.949323 0.03 -0.10 0.25 -0.645
F 0.253706 5.624675 1.237544 0.06 0.00 -0.21 0.248
F 0.188873 3.546924 1.829720 0.12 0.14 -0.03 0.147
F -1.551236 4.461790 0.942510 0.08 0.14 -0.06 0.134
F -0.614457 -0.141420 -2.793471 0.04 -0.35 -0.27 -0.396
P 1.761270 -2.411899 -3.174016 -0.51 0.06 1.39 0.391
F 0.401633 -2.223060 -3.834855 -0.06 0.07 -0.47 -0.003
F 2.839886 -1.361619 -2.926587 0.26 0.16 -0.35 -0.006
F 0.983148 -1.670720 -1.760062 0.38 -0.65 -0.44 -0.352
F 1.863916 -3.663733 -2.313394 0.20 -0.30 -0.17 0.013
F 2.432034 -2.968523 -4.435050 0.02 -0.08 0.01 0.007
```
Positions in Å, forces in eV/Å.

## Properties
Energy, eV: -209424.995
Total charge: +3
Spin multiplicity: 2
Gap between HOMO and LUMO (alpha / beta), Eh: 0.2799 / 0.2099
E_HOMO (alpha / beta), eV: -19.75 / -19.75
Energy relative to the best compared isomer or geometry (same formula, charge and spin), kcal/mol: 16.0



[2]
Here is C12H16AsB2F10N5O7Tc as an isolated structure from OMol25. Energies are from ωB97M-V with the def2-TZVPD basis set.

Geometry as XYZ:
```
54
Properties=species:S:1:pos:R:3:forces:R:3:lowdin_charge:R:1
Tc -0.137725 -0.498969 -0.070166 0.21 0.15 -0.30 1.707
C 1.466706 2.116938 -3.163091 0.03 0.07 0.03 0.039
C 1.113394 1.015276 -2.261681 -0.09 -0.07 -0.07 -0.165
N 0.224147 1.158997 -1.259904 0.06 0.11 -0.06 -0.130
O -0.314652 2.274532 -1.099035 -0.01 -0.03 -0.01 0.090
B -1.851693 2.579197 0.705410 -0.03 -0.04 0.18 -0.836
F -2.840972 2.258416 -0.096688 0.03 0.03 -0.03 0.291
F -1.493593 3.816984 0.917530 -0.04 0.04 -0.04 0.315
O -1.294935 1.673399 1.637721 0.04 0.03 -0.05 0.144
N -1.233260 0.326168 1.409831 0.05 -0.24 -0.20 -0.270
C -1.332391 -0.481190 2.635763 -0.07 0.12 -0.09 -0.117
C -2.024323 0.118004 3.801388 0.00 0.06 -0.02 0.036
C -0.799391 -1.714330 2.567497 0.07 -0.20 0.02 -0.205
N -0.127901 -2.026280 1.353756 0.02 -0.03 -0.05 -0.121
O 0.488741 -3.054924 1.287139 -0.12 0.16 0.13 0.107
B 2.418579 -3.040353 -0.470313 0.12 -0.09 0.13 -0.829
F 2.985062 -2.309828 0.462146 -0.02 0.01 -0.04 0.291
F 2.533542 -4.341989 -0.517749 0.00 0.07 -0.05 0.311
O 1.770150 -2.442894 -1.551014 -0.10 0.09 0.03 0.145
N 1.388301 -1.130235 -1.400452 0.05 0.00 -0.01 -0.039
C 1.728768 -0.327274 -2.345159 0.12 0.07 0.01 -0.215
C 2.642100 -0.654976 -3.466889 -0.04 -0.04 -0.01 0.048
C -0.801016 -2.746792 3.635782 -0.04 -0.01 0.02 0.024
H 0.680213 2.866431 -3.174080 0.00 -0.01 0.00 0.106
H 1.660823 1.747546 -4.167753 -0.01 -0.02 0.01 0.107
H 2.382443 2.598133 -2.796276 0.00 -0.02 0.00 0.134
H -2.558036 1.020895 3.521484 -0.02 -0.02 -0.01 0.101
H -1.291236 0.389280 4.564332 0.01 -0.01 0.00 0.120
H -2.727508 -0.597546 4.225224 0.04 -0.02 0.03 0.108
H 3.059582 -1.649515 -3.359921 0.01 0.01 0.00 0.100
H 3.446146 0.081120 -3.511301 0.00 0.00 0.01 0.116
H 2.081991 -0.598340 -4.402421 0.00 0.00 0.00 0.116
H -1.413174 -2.437752 4.477734 0.01 0.01 -0.01 0.091
H 0.216791 -2.921651 3.987690 0.00 0.00 -0.01 0.110
H -1.184994 -3.688401 3.241750 0.01 0.01 -0.01 0.107
O -0.581605 -0.277491 -3.471865 0.02 0.04 0.02 0.076
C -1.206312 -1.173777 -2.913626 0.00 0.04 -0.05 -0.428
C -2.120245 -2.141693 -3.629408 -0.05 -0.01 -0.01 -0.053
C -2.620974 -3.081029 -2.538145 0.04 -0.01 0.00 -0.053
C -1.960454 -2.580606 -1.275152 0.05 0.15 -0.04 -0.445
O -2.059847 -3.031261 -0.163660 -0.03 -0.04 -0.02 0.094
N -1.168973 -1.452438 -1.576859 -0.07 -0.25 0.20 0.002
H -1.561770 -2.639001 -4.421326 0.01 0.01 0.01 0.135
H -2.912371 -1.565274 -4.107089 0.01 -0.01 -0.01 0.137
H -2.327657 -4.119445 -2.688258 -0.04 0.00 -0.01 0.136
H -3.701404 -3.057962 -2.403474 0.01 -0.03 0.02 0.137
F 1.531196 0.084245 0.872069 -0.09 -0.18 0.16 -0.397
As 2.360791 1.400187 2.136684 0.22 0.09 -0.02 0.815
F 3.084170 0.009610 2.805191 0.01 0.02 -0.05 -0.195
F 0.965875 1.087071 3.105848 -0.01 -0.02 -0.01 -0.201
F 3.052720 2.526369 3.178874 -0.03 -0.04 -0.01 -0.163
F 1.433327 2.528343 1.231487 -0.04 0.01 -0.02 -0.203
F 3.568627 1.469213 0.922812 -0.06 -0.03 0.07 -0.209
O -1.980037 -0.151204 0.390838 -0.25 0.07 0.21 -0.121
```
Positions in Å, forces in eV/Å.

## Properties
Energy, eV: -126050.204
Total charge: +1
Spin multiplicity: 3
Gap between HOMO and LUMO (alpha / beta), Eh: 0.2896 / 0.2468
E_HOMO (alpha / beta), eV: -13.20 / -13.30
Energy relative to the best compared isomer or geometry (same formula, charge and spin), kcal/mol: 0.0



[3]
Here is C12H16BiCl2N2O2P as an isolated structure in a non-equilibrium geometry from OMol25. Energies are from ωB97M-V with the def2-TZVPD basis set.

Geometry as XYZ:
```
36
Properties=species:S:1:pos:R:3:forces:R:3:lowdin_charge:R:1
C -2.086636 1.504013 -2.080923 -0.89 0.09 0.72 -0.017
C -0.872886 0.685742 -2.056854 2.89 -1.06 -3.57 -0.275
H -2.580218 1.474095 -3.063298 0.36 -0.23 0.08 0.137
H -1.809820 2.544886 -1.851146 -0.04 -0.28 0.14 0.124
H -2.764616 1.120554 -1.297065 0.17 0.50 -0.31 0.067
O -0.104852 0.205999 -2.823132 -2.45 1.34 3.13 0.197
Cl -1.700734 2.125251 1.492326 0.78 -1.11 -0.28 -0.058
Bi -0.207381 0.269180 0.556900 -0.12 0.34 0.18 1.085
P -1.869483 -1.859648 0.480039 -0.55 -0.86 1.03 0.683
C -1.276943 -3.408634 -0.285297 -0.04 0.03 -0.17 -0.232
C -2.060486 -2.117262 2.280941 -0.14 -0.01 0.01 -0.276
H -3.832275 -0.444807 0.234348 0.11 -0.34 -0.05 0.058
H -4.246729 -2.172531 -0.008212 0.38 0.27 -0.08 0.082
H -3.404130 -1.260084 -1.304794 -0.10 -0.13 0.32 0.054
C -3.491800 -1.392197 -0.214671 -0.01 0.05 -0.13 -0.235
H -2.007357 -1.140590 2.786305 -0.13 -0.31 -0.09 0.035
H -3.020580 -2.589541 2.523836 0.20 0.05 -0.12 0.073
H -2.019403 -4.219740 -0.156214 0.27 0.44 0.02 0.084
H -0.328062 -3.712435 0.186878 -0.37 0.13 -0.15 0.062
H -1.237706 -2.737463 2.662548 -0.24 0.17 -0.19 0.049
H -1.115780 -3.248184 -1.363899 -0.06 -0.12 0.36 0.057
C 1.342657 -1.664386 -1.080612 1.95 -1.72 -1.23 -0.048
O 2.109123 -2.337978 -1.587951 -1.85 1.60 1.18 0.151
Cl 1.048226 -0.850738 2.458154 -0.83 0.82 -1.15 0.071
N 6.283404 4.238016 0.710204 -2.21 -1.44 -0.36 0.231
C 5.312111 3.603963 0.554971 1.94 1.36 0.39 -0.123
C 4.122657 2.813330 0.362187 0.01 0.03 0.01 -0.166
C 2.914898 3.419840 -0.004660 0.04 0.42 -0.16 0.033
C 1.802319 2.630488 -0.210913 0.33 -0.51 0.09 -0.121
N 1.881604 1.279481 -0.101599 0.63 0.02 0.80 -0.165
C 3.035049 0.678577 0.302348 0.03 1.32 0.01 -0.146
C 4.175665 1.431844 0.558353 -0.23 -0.38 -0.25 0.044
H 2.843905 4.503924 -0.123063 0.08 -0.40 0.06 0.148
H 0.826443 3.091485 -0.440347 0.51 -0.42 0.07 0.114
H 3.053313 -0.391491 0.486973 -0.22 0.17 -0.19 0.077
H 5.086726 0.940920 0.896176 -0.19 0.17 -0.13 0.147
```
Positions in Å, forces in eV/Å.

## Properties
Energy, eV: -59934.583
Total charge: +2
Spin multiplicity: 1
Gap between HOMO and LUMO (alpha / beta), Eh: 0.2004 / 0.2201
E_HOMO (alpha / beta), eV: -15.87 / -15.86
Energy relative to the best compared isomer or geometry (same formula, charge and spin), kcal/mol: 1.5



[4]
Here is C12H16Cl3F3O3Ru as an isolated structure in a non-equilibrium geometry from OMol25. Energies are from ωB97M-V with the def2-TZVPD basis set.

Geometry as XYZ:
```
38
Properties=species:S:1:pos:R:3:forces:R:3:lowdin_charge:R:1
C -0.761475 0.752594 -1.184114 0.48 -1.53 -0.61 -0.306
C -1.032663 -0.662110 -1.374763 0.64 1.22 0.52 -0.465
C 0.255410 -1.280993 -1.777518 1.14 2.28 -0.60 -0.303
C -2.335586 -1.230361 -1.792336 -0.41 -0.11 -0.32 -0.137
C 1.242174 -0.305331 -1.758731 -1.49 -1.00 -0.32 -0.317
C 0.650610 0.986962 -1.369358 -0.15 -0.18 0.11 -0.294
C 1.286369 2.182687 -1.168873 -0.44 -0.39 -0.24 0.048
C -1.740186 1.829459 -1.023802 -0.63 0.49 0.22 -0.121
C 0.395397 -2.651205 -2.312341 0.10 -0.61 0.11 -0.085
C 2.671899 -0.514524 -2.065908 0.44 -0.13 -0.13 -0.094
Ru -0.770790 -0.949828 0.774121 0.97 4.45 0.44 0.614
Cl -0.968838 -3.018719 0.719299 -0.67 -5.80 -0.26 -0.020
Cl -2.852046 -0.088209 1.185393 -2.07 0.78 0.60 -0.015
Cl 1.545346 -0.841719 1.089920 1.99 0.02 0.50 0.009
H -3.144538 -0.721196 -1.267534 -0.03 -0.05 -0.22 0.016
H -2.388580 -2.285402 -1.523911 -0.07 -0.04 -0.05 0.035
H -2.457712 -1.136312 -2.877895 -0.16 0.01 -0.11 0.076
H -0.347933 -3.315952 -1.863771 0.14 0.02 -0.08 0.023
H 1.389428 -3.069122 -2.096303 -0.19 0.09 -0.05 0.074
H 0.251810 -2.660361 -3.405606 0.04 0.01 0.17 0.079
H 3.032073 -1.467220 -1.648607 -0.04 0.30 -0.04 0.065
H 3.283711 0.301476 -1.663421 -0.05 -0.23 0.00 0.060
H 2.824233 -0.540772 -3.154245 0.14 -0.02 0.03 0.071
H 2.356509 2.276733 -1.337248 -0.19 0.16 0.16 0.036
H 1.228641 3.573639 1.207575 -0.48 -0.08 0.45 0.008
H 0.679317 3.026716 -0.820264 0.53 -0.20 -0.24 0.038
H -2.664591 1.437937 -0.590305 0.19 0.30 -0.16 -0.016
H -1.980961 2.323177 -1.978286 0.13 0.03 0.00 0.076
H -1.333864 2.577863 -0.335602 -0.27 0.10 -0.02 0.070
O 0.575466 3.749418 1.908946 0.59 -0.08 -0.19 -0.104
H 0.537922 2.904522 2.401161 -0.18 0.01 -0.23 -0.001
F 1.591738 -0.276205 5.192020 -0.79 -0.05 0.30 0.101
C 0.236540 -0.279572 5.043517 -0.20 0.34 -1.09 -0.480
F -0.228180 -1.480507 5.483758 0.49 1.01 0.02 0.102
F -0.275233 0.691397 5.858364 0.40 -0.62 0.01 0.091
C -0.157233 0.024655 3.518789 -0.37 -0.74 -0.73 -0.629
O 0.186552 1.097039 3.002144 -0.34 -0.71 1.28 -0.052
O -0.780743 -0.960636 3.005745 0.83 0.99 0.77 -0.252
```
Positions in Å, forces in eV/Å.

## Properties
Energy, eV: -67149.918
Total charge: -2
Spin multiplicity: 5
Gap between HOMO and LUMO (alpha / beta), Eh: 0.1886 / 0.2380
E_HOMO (alpha / beta), eV: 0.35 / -1.04
Energy relative to the best compared isomer or geometry (same formula, charge and spin), kcal/mol: 0.0